Record 1
A structure of composition CH4Se at a distorted geometry. Source: the Open Molecules 2025 dataset; level of theory: the ωB97M-V functional and the def2-TZVPD basis.

Values from the calculation:
Orbital gap   8.4 eV
Relative energy (zero: lowest compared OMol25 entry of this formula, charge and spin)   1.512 eV
Calculated total energy   -2441.8410 Eh
Charge   0

CARTESIAN COORDINATES (ANGSTROEM)
C1 -0.4482 -0.0771 -0.4860
Se1 0.1019 0.1581 1.5060
H1 -0.9241 0.8911 -0.7931
H2 0.5347 -0.3956 -0.9167
H3 -1.3044 -0.7640 -0.4420
H4 2.0402 0.1874 1.1319

Formally, the Löwdin partial charges of the atoms, in units of the elementary charge, are as follows: C -0.46; Se 0.45; H 0.01; H 0.00; H -0.01; H 0.00

=====

Record 2
A structure of composition C25H36BCsN8O2PS2Se. Source: the Open Molecules 2025 dataset; level of theory: the ωB97M-V functional and the def2-TZVPD basis.

Values from the calculation:
Spin multiplicity   2
Orbital gap (spin up / spin down)   4.1 / 6.3 eV
Relative energy (zero: lowest compared OMol25 entry of this formula, charge and spin)   0.551 eV
Calculated total energy   -5147.2106 Eh
Expectation value of S²   0.774
Charge   -2

CARTESIAN COORDINATES (ANGSTROEM)
Cs1 0.2431 -0.5195 0.0269
C1 -1.7693 3.5696 0.3530
C2 -0.8710 3.6473 -0.8400
C3 -0.4356 4.7850 -1.5452
C4 0.4271 4.2887 -2.5017
C5 1.2310 5.0282 -3.5214
N1 0.4536 2.9478 -2.3707
N2 -0.3404 2.5510 -1.3492
B1 1.2295 1.9079 -3.2003
N3 0.2588 0.9374 -3.9061
N4 -0.4849 0.0460 -3.2037
C6 -1.2760 -0.5595 -4.0731
C7 -2.2443 -1.6088 -3.6326
C8 -1.0481 -0.0605 -5.3724
C9 -0.0646 0.8926 -5.2167
C10 0.5684 1.7652 -6.2517
N5 2.1783 1.1196 -2.2538
N6 2.6441 1.7144 -1.1269
C11 3.5184 0.8782 -0.5904
C12 4.2321 1.2291 0.6746
C13 3.6381 -0.2821 -1.3827
C14 2.7816 -0.0751 -2.4473
C15 2.5501 -0.9384 -3.6461
H1 -2.4429 4.4274 0.3931
H2 -1.1909 3.5506 1.2795
H3 -2.3696 2.6598 0.3160
H4 -0.6922 5.8178 -1.3704
H5 1.0607 6.0995 -3.4056
H6 0.9592 4.7453 -4.5399
H7 2.2970 4.8307 -3.4026
H8 1.8722 2.4845 -4.0464
H9 -2.4441 -1.5159 -2.5655
H10 -1.8569 -2.6159 -3.8044
H11 -3.1855 -1.5153 -4.1774
H12 -1.5398 -0.3459 -6.2891
H13 0.1616 1.5109 -7.2314
H14 1.6514 1.6366 -6.2806
H15 0.3747 2.8222 -6.0609
H16 3.8303 2.1619 1.0671
H17 5.3035 1.3565 0.4943
H18 4.0961 0.4624 1.4372
H19 4.2554 -1.1493 -1.2082
H20 3.2537 -1.7713 -3.6283
H21 2.7046 -0.3751 -4.5691
H22 1.5337 -1.3336 -3.6766
C16 1.5779 -3.6485 6.2025
C17 0.5752 -2.5273 6.0221
O1 1.2157 -1.3949 5.4350
P1 0.8039 -0.9464 3.9288
S1 1.9018 0.6074 3.4553
S2 0.7209 -2.5324 2.7488
O2 -0.7179 -0.4720 4.2732
C18 -1.4970 0.1830 3.2727
C19 -1.7938 1.6018 3.7096
H23 1.1104 -4.4984 6.7069
H24 2.4262 -3.3074 6.7989
H25 1.9408 -3.9706 5.2270
H26 0.1742 -2.1990 6.9856
H27 -0.2582 -2.8596 5.4007
H28 -2.4156 -0.3910 3.1361
H29 -0.9671 0.1908 2.3159
H30 -2.3005 1.5965 4.6767
H31 -2.4408 2.0905 2.9780
H32 -0.8656 2.1656 3.8046
Se1 -1.9713 -3.6807 -0.3409
N7 -2.3900 -1.9413 -0.1002
C20 -3.7127 -1.9053 0.1403
C21 -4.4467 -0.7295 0.3905
C22 -5.8105 -0.7939 0.6251
C23 -6.4806 -2.0223 0.6135
C24 -5.7972 -3.2009 0.3653
C25 -4.4068 -3.1830 0.1224
N8 -3.6685 -4.2766 -0.1278
H33 -3.9254 0.2214 0.3892
H34 -6.3640 0.1186 0.8184
H35 -7.5488 -2.0505 0.8014
H36 -6.3151 -4.1530 0.3559

These are the Löwdin partial charges, in e, on atoms 1 to 8: Cs 0.80; C -0.04; C -0.36; C -0.01; C -0.30; C -0.04; N 0.01; N 0.10

=====

Record 3
An isolated molecule of C18H22N2O5S at a distorted geometry. Source: the Open Molecules 2025 dataset; level of theory: the ωB97M-V functional and the def2-TZVPD basis.

Values from the calculation:
Structure (SMILES)   COc1ccc(S(=O)(=O)N2CCC(C(=O)NCc3ccco3)CC2)cc1
Orbital gap   9.4 eV
Relative energy (zero: lowest compared OMol25 entry of this formula, charge and spin)   1.291 eV
Calculated total energy   -1582.9931 Eh
Charge   0

CARTESIAN COORDINATES (ANGSTROEM)
C1 5.0030 -2.5433 -1.7055
O1 4.6372 -2.2042 -0.3873
C2 3.4050 -2.5481 0.0581
C3 2.4529 -3.2403 -0.6882
C4 1.2198 -3.5297 -0.1289
C5 0.9378 -3.1394 1.1637
S1 -0.7046 -3.3975 1.8198
O2 -1.3072 -4.5202 1.1639
O3 -0.6509 -3.3820 3.2529
N1 -1.5515 -2.0385 1.3498
C6 -1.1294 -0.8145 1.9854
C7 -2.2115 0.2452 1.7978
C8 -2.4583 0.4866 0.3010
C9 -1.2437 1.1621 -0.3357
O4 -0.4651 0.6194 -1.0900
N2 -1.0981 2.4534 0.0452
C10 -0.0455 3.3062 -0.4759
C11 -0.6081 4.5170 -1.1412
C12 -0.7104 5.8119 -0.7213
C13 -1.3731 6.5137 -1.7576
C14 -1.6290 5.5917 -2.7238
O5 -1.1725 4.3839 -2.3603
C15 -2.7948 -0.8470 -0.3742
C16 -1.7346 -1.9056 -0.0787
C17 1.8766 -2.4578 1.9187
C18 3.1074 -2.1665 1.3716
H1 6.0140 -2.1609 -1.8360
H2 4.3404 -2.0731 -2.4382
H3 5.0045 -3.6272 -1.8552
H4 2.6578 -3.5537 -1.6991
H5 0.4729 -4.0750 -0.6835
H6 -0.9842 -1.0414 3.0423
H7 -0.1788 -0.4543 1.5589
H8 -3.1349 -0.1150 2.2537
H9 -1.9101 1.1662 2.3002
H10 -3.3106 1.1668 0.1839
H11 -1.7930 2.8878 0.6315
H12 0.5067 2.6933 -1.1943
H13 0.6224 3.6167 0.3342
H14 -0.3513 6.2167 0.2029
H15 -1.6210 7.5548 -1.7754
H16 -2.1092 5.6684 -3.6790
H17 -2.8609 -0.7083 -1.4538
H18 -3.7602 -1.1928 -0.0018
H19 -2.0543 -2.8813 -0.4457
H20 -0.7952 -1.6205 -0.5709
H21 1.6310 -2.1826 2.9320
H22 3.8625 -1.6412 1.9342

These are the Löwdin partial charges, in e, on atoms 1 to 8: C -0.08; O -0.08; C -0.27; C 0.00; C -0.05; C -0.28; S 0.67; O -0.28

=====

Record 4
A structure of composition C41H44ClFHfN3O3SSe at a distorted geometry. Source: the Open Molecules 2025 dataset; level of theory: the ωB97M-V functional and the def2-TZVPD basis.

Values from the calculation:
Orbital gap   6.7 eV
Calculated total energy   -5386.4187 Eh
Charge   +1

CARTESIAN COORDINATES (ANGSTROEM)
Hf1 -0.2596 -0.4632 0.3005
C1 -4.0052 0.4305 -1.8284
C2 -3.1846 -0.1979 -0.7880
O1 -2.0211 0.3069 -0.5173
C3 -3.6139 -1.3211 -0.0755
C4 -4.8369 -1.9372 -0.4548
C5 -5.2888 -3.0441 0.1800
C6 -4.5190 -3.6743 1.1866
C7 -3.3663 -3.1199 1.5850
C8 -2.8312 -1.9519 0.9593
O2 -1.6010 -1.5404 1.2804
H1 -3.6460 1.4299 -2.0139
H2 -5.0781 0.3239 -1.5820
H3 -3.8779 -0.1788 -2.7556
H4 -5.4584 -1.5185 -1.2764
H5 -6.1648 -3.6582 -0.1960
H6 -4.9525 -4.5806 1.6321
H7 -2.6666 -3.5557 2.3041
C9 1.7281 -0.3361 3.9605
C10 0.4019 -0.8237 4.5368
C11 0.2325 -2.3406 4.5433
C12 -0.9090 -0.0999 4.1384
C13 -1.9812 -0.2815 5.0496
C14 -3.1619 0.3624 4.8438
C15 -3.3752 1.2369 3.8194
C16 -2.3781 1.4197 2.8547
C17 -2.6733 2.3346 1.6917
C18 -4.0238 2.1337 1.1108
C19 -2.4445 3.7973 2.0519
C20 -1.1503 0.7265 3.0337
N1 -0.1557 0.8496 1.9273
C21 0.7558 1.9061 2.2872
C22 0.6307 2.7746 3.3769
C23 1.4462 3.8492 3.5800
C24 2.4484 4.1770 2.7019
C25 2.7063 3.3232 1.6487
C26 1.8776 2.1927 1.5027
F1 2.2314 1.2421 0.5910
H8 2.5729 -0.9045 4.4279
H9 1.8096 0.6656 4.3648
H10 1.8195 -0.4063 2.8858
H11 0.4925 -0.5782 5.6026
H12 -0.0022 -2.7347 3.5885
H13 -0.6081 -2.6534 5.1359
H14 1.2206 -2.6229 4.8551
H15 -1.9085 -0.9686 5.8710
H16 -3.9494 0.1613 5.5586
H17 -4.3399 1.6827 3.7178
H18 -1.9363 2.0336 0.9483
H19 -4.7519 2.5958 1.8073
H20 -4.2751 1.0978 0.9504
H21 -4.2391 2.6837 0.2138
H22 -3.2906 4.1058 2.6739
H23 -2.4645 4.5272 1.1732
H24 -1.5387 3.9536 2.5947
H25 -0.1393 2.4635 4.0858
H26 1.2818 4.4489 4.4860
H27 3.1480 5.0392 2.9038
H28 3.6992 3.3621 1.1493
Cl1 1.8192 -1.7022 0.4591
C27 2.1738 2.5905 -4.3870
N2 2.7469 1.5740 -3.4832
C28 2.1222 0.9421 -2.4460
Se1 0.3271 1.2372 -1.9273
N3 3.0296 0.2320 -1.8017
C29 4.2410 0.3129 -2.4816
C30 5.4408 -0.3572 -2.2888
C31 6.4213 -0.1800 -3.2498
C32 6.1740 0.6184 -4.3994
C33 5.0006 1.3455 -4.5496
C34 4.0737 1.1530 -3.6000
H29 1.0816 2.4960 -4.3643
H30 2.5611 2.4479 -5.4035
H31 2.4355 3.5484 -4.0937
H32 2.7931 -0.3263 -0.9659
H33 5.5826 -1.0639 -1.5412
H34 7.4160 -0.6684 -3.3209
H35 6.9429 0.6772 -5.1331
H36 4.9292 1.8481 -5.5396
C35 -1.5379 -3.8841 -3.0959
S1 -0.1873 -3.3234 -2.0129
O3 -0.8060 -2.0971 -1.2886
C36 0.9482 -2.7130 -3.1730
C37 0.6270 -1.7285 -4.1041
C38 1.6615 -1.2084 -4.9175
C39 2.9446 -1.6662 -4.7950
C40 3.2180 -2.7032 -3.8771
C41 2.2473 -3.2810 -3.0884
H37 -1.1570 -4.7257 -3.7042
H38 -1.7823 -3.0733 -3.7579
H39 -2.3954 -4.2820 -2.5116
H40 -0.3281 -1.3233 -4.2275
H41 1.3684 -0.3560 -5.6056
H42 3.8181 -1.2139 -5.3428
H43 4.1820 -3.2135 -3.7653
H44 2.4324 -4.0778 -2.4002

These are the Löwdin partial charges, in e, on atoms 1 to 8: Hf 1.26; C 0.01; C -0.35; O -0.26; C -0.12; C -0.03; C -0.08; C -0.06

=====

Please write out number 3 again, unchanged.
An isolated molecule of C18H22N2O5S at a distorted geometry. Source: the Open Molecules 2025 dataset; level of theory: the ωB97M-V functional and the def2-TZVPD basis.

Values from the calculation:
Structure (SMILES)   COc1ccc(S(=O)(=O)N2CCC(C(=O)NCc3ccco3)CC2)cc1
Orbital gap   9.4 eV
Relative energy (zero: lowest compared OMol25 entry of this formula, charge and spin)   1.291 eV
Calculated total energy   -1582.9931 Eh
Charge   0

CARTESIAN COORDINATES (ANGSTROEM)
C1 5.0030 -2.5433 -1.7055
O1 4.6372 -2.2042 -0.3873
C2 3.4050 -2.5481 0.0581
C3 2.4529 -3.2403 -0.6882
C4 1.2198 -3.5297 -0.1289
C5 0.9378 -3.1394 1.1637
S1 -0.7046 -3.3975 1.8198
O2 -1.3072 -4.5202 1.1639
O3 -0.6509 -3.3820 3.2529
N1 -1.5515 -2.0385 1.3498
C6 -1.1294 -0.8145 1.9854
C7 -2.2115 0.2452 1.7978
C8 -2.4583 0.4866 0.3010
C9 -1.2437 1.1621 -0.3357
O4 -0.4651 0.6194 -1.0900
N2 -1.0981 2.4534 0.0452
C10 -0.0455 3.3062 -0.4759
C11 -0.6081 4.5170 -1.1412
C12 -0.7104 5.8119 -0.7213
C13 -1.3731 6.5137 -1.7576
C14 -1.6290 5.5917 -2.7238
O5 -1.1725 4.3839 -2.3603
C15 -2.7948 -0.8470 -0.3742
C16 -1.7346 -1.9056 -0.0787
C17 1.8766 -2.4578 1.9187
C18 3.1074 -2.1665 1.3716
H1 6.0140 -2.1609 -1.8360
H2 4.3404 -2.0731 -2.4382
H3 5.0045 -3.6272 -1.8552
H4 2.6578 -3.5537 -1.6991
H5 0.4729 -4.0750 -0.6835
H6 -0.9842 -1.0414 3.0423
H7 -0.1788 -0.4543 1.5589
H8 -3.1349 -0.1150 2.2537
H9 -1.9101 1.1662 2.3002
H10 -3.3106 1.1668 0.1839
H11 -1.7930 2.8878 0.6315
H12 0.5067 2.6933 -1.1943
H13 0.6224 3.6167 0.3342
H14 -0.3513 6.2167 0.2029
H15 -1.6210 7.5548 -1.7754
H16 -2.1092 5.6684 -3.6790
H17 -2.8609 -0.7083 -1.4538
H18 -3.7602 -1.1928 -0.0018
H19 -2.0543 -2.8813 -0.4457
H20 -0.7952 -1.6205 -0.5709
H21 1.6310 -2.1826 2.9320
H22 3.8625 -1.6412 1.9342

These are the Löwdin partial charges, in e, on atoms 1 to 8: C -0.08; O -0.08; C -0.27; C 0.00; C -0.05; C -0.28; S 0.67; O -0.28

=====

calculated total energy of number 3 (C18H22N2O5S)? -1582.9931 Eh

=====

Which value of charge does entry 2 give? -2

=====

What is the formula in the first record? CH4Se